# 1
15
Properties=species:S:1:pos:R:3 method="wB97M-V/def2-TZVPD" molar_mass_da=126.11 lumo_energy_ev="-0.93 / -0.93" de_lowest_kcal_mol=197.6 largest_force_ha_per_bohr=0.1125 spin_multiplicity=1 orbital_gap_ev="8.33 / 8.33" e_homo_ev="-9.26 / -9.26" energy_ev=-12349.05427
C -1.9425 -1.5241 -0.5266
C -1.3785 -0.2778 -0.2983
C 1.0000 -0.3344 0.1850
C 1.3094 -1.2831 0.9603
C 1.6779 0.5113 -0.7797
N -2.2582 -2.6240 -0.7669
N -1.8145 0.8572 0.0384
O -2.9803 1.2054 0.1083
O -0.8929 1.9132 0.3137
H -1.3317 2.4187 1.0300
H 0.7289 -1.8533 1.6543
H 2.4312 -1.2441 1.1228
H 1.0693 1.4974 -0.8876
H 2.6417 0.8100 -0.4082
H 1.7401 -0.0725 -1.7455



# 2
80
Properties=species:S:1:pos:R:3 method="wB97M-V/def2-TZVPD" s_squared=6.04 molar_mass_da=751.03 lumo_energy_ev="-5.38 / -9.80" largest_force_ha_per_bohr=0.0803 spin_multiplicity=5 orbital_gap_ev="5.43 / 3.39" e_homo_ev="-10.81 / -13.19" charge=+2 energy_ev=-76368.47281
Pd -0.9937 -0.0736 1.9148
C 2.4395 -2.5028 -3.9495
C 2.8902 -1.3402 -3.4848
C 2.8505 -0.0547 -4.2382
C 1.5748 0.1765 -5.0896
C 0.3007 -0.2626 -4.4168
C -0.2202 -1.4813 -4.5744
C 0.4155 -2.5002 -5.5044
C 1.9179 -2.7393 -5.3286
C -2.9034 0.1708 2.7081
H 2.5243 -3.4428 -3.4037
H 3.5388 -1.2823 -2.6049
H 3.7220 -0.0041 -4.9041
H 2.9269 0.7640 -3.5140
H 1.4991 1.2631 -5.2823
H 1.7033 -0.3375 -6.0542
H -0.2172 0.5418 -3.8940
H -1.2014 -1.7729 -4.1880
H 0.2766 -2.2053 -6.5509
H -0.0973 -3.4585 -5.3472
H 2.1058 -3.8036 -5.5484
H 2.5031 -2.1288 -6.0343
H -2.8245 -0.6806 3.4120
H -3.7072 0.0188 1.9859
H -2.9762 1.1487 3.2109
P -1.7250 1.1462 0.1652
P 1.1014 0.3431 1.1524
N -2.9643 0.3410 -0.7096
N -2.3676 2.7148 0.5317
N 1.5820 -1.1867 0.5822
N 2.4391 0.7049 2.1740
C -0.3621 1.4440 -0.9734
C 1.0083 1.4715 -0.2522
C -3.5015 -0.8936 -0.3187
C -4.4311 -1.2862 -1.2643
C -4.4556 -0.2841 -2.2847
C -3.5560 0.7073 -1.9225
C -3.5202 2.9345 1.3056
C -3.8030 4.2875 1.3117
C -2.7917 4.9419 0.5361
C -1.9143 3.9635 0.0939
C 1.0064 -2.3927 0.9863
C 1.3824 -3.3797 0.1027
C 2.2768 -2.7871 -0.8277
C 2.3903 -1.4447 -0.5091
C 3.8173 0.5213 1.9820
C 4.4927 1.0430 3.0782
C 3.5046 1.5726 3.9767
C 2.2648 1.3687 3.3961
H -0.5747 2.3913 -1.4898
H -0.4002 0.6437 -1.7289
H 1.8470 1.2699 -0.9309
H 1.1581 2.4769 0.1719
H -3.1792 -1.3611 0.5965
H -5.0362 -2.1744 -1.2174
H -5.0662 -0.2813 -3.1736
H -3.2606 1.6325 -2.3958
H -4.0289 2.1246 1.7985
H -4.6522 4.7493 1.7876
H -2.7277 5.9887 0.3073
H -1.0179 4.0355 -0.4973
H 0.4063 -2.4191 1.8848
H 1.0832 -4.4212 0.1028
H 2.7519 -3.2909 -1.6557
H 2.9298 -0.5994 -0.9184
H 4.1797 0.0607 1.0747
H 5.5624 1.0578 3.2168
H 3.6784 2.0493 4.9249
H 1.2776 1.6508 3.7126
F -1.0108 2.0411 4.5071
C -0.7094 0.7736 4.9276
C -0.6924 -0.3012 4.0438
C -0.5512 -1.5506 4.6260
F -0.7591 -2.6953 3.9107
C -0.2356 -1.7227 5.9817
F -0.0002 -2.9484 6.4774
C -0.1720 -0.6185 6.8155
F 0.1562 -0.7724 8.1094
C -0.4412 0.6348 6.2937
F -0.4362 1.7122 7.1042